{"formula": "C5H8N2", "method": "ωB97M-V/def2-TZVPD", "elements": ["C", "C", "C", "C", "N", "C", "N", "H", "H", "H", "H", "H", "H", "H", "H"], "coordinates": [[2.338, -0.490, -0.016], [0.898, -0.066, -0.003], [-0.228, -0.770, -0.353], [-1.331, 0.128, -0.185], [-2.640, -0.098, -0.616], [-0.878, 1.407, 0.310], [0.510, 1.178, 0.406], [2.771, -0.465, 0.992], [2.435, -1.511, -0.397], [2.943, 0.167, -0.653], [-0.261, -1.782, -0.735], [-3.260, 0.669, -0.377], [-3.049, -0.977, -0.325], [-1.414, 0.687, 1.148], [1.141, 1.868, 0.788]], "nbo_charge": [-0.652, 0.233, -0.386, 0.114, -0.793, -0.297, -0.542, 0.225, 0.231, 0.229, 0.225, 0.384, 0.369, 0.258, 0.405], "smiles": "Cc1cc(N)c[nH]1", "multiplicity": 1, "homo_lumo_gap_ev": 9.199}

{"formula": "C5H8N2", "method": "ωB97M-V/def2-TZVPD", "elements": ["C", "C", "C", "C", "N", "C", "N", "H", "H", "H", "H", "H", "H", "H", "H"], "coordinates": [[-1.152, 1.173, -0.064], [-0.388, -0.128, -0.209], [0.962, -0.004, -0.854], [2.039, 0.355, -0.196], [3.017, 0.795, 0.406], [-0.646, -1.214, 0.767], [-1.117, -1.328, -0.613], [-0.593, 1.881, 0.558], [-1.312, 1.640, -1.042], [-2.130, 1.006, 0.404], [1.047, -0.206, -1.918], [3.609, 0.083, 0.835], [-1.375, -1.025, 1.554], [0.153, -1.900, 1.037], [-2.113, -1.130, -0.664]], "nbo_charge": [-0.610, 0.064, -0.432, 0.432, -0.634, -0.251, -0.579, 0.222, 0.215, 0.205, 0.255, 0.374, 0.192, 0.201, 0.348], "smiles": "C[C@@]1(C=C=N)CN1", "multiplicity": 1, "homo_lumo_gap_ev": 9.814}

{"formula": "C5H8N2", "method": "ωB97M-V/def2-TZVPD", "elements": ["C", "C", "C", "C", "N", "C", "N", "H", "H", "H", "H", "H", "H", "H", "H"], "coordinates": [[-1.012, 2.169, 0.170], [-0.421, 0.795, 0.121], [0.309, 0.162, -0.860], [0.605, -1.154, -0.400], [1.299, -2.140, -1.133], [0.046, -1.284, 0.847], [-0.578, -0.089, 1.149], [-1.104, 2.525, 1.204], [-0.378, 2.879, -0.368], [-2.012, 2.206, -0.284], [0.594, 0.587, -1.816], [1.628, -2.886, -0.534], [2.095, -1.746, -1.619], [0.045, -2.112, 1.542], [-1.115, 0.089, 1.981]], "nbo_charge": [-0.639, 0.147, -0.344, 0.092, -0.806, -0.160, -0.505, 0.212, 0.228, 0.219, 0.215, 0.365, 0.366, 0.204, 0.406], "smiles": "Cc1cc(N)c[nH]1", "multiplicity": 1, "homo_lumo_gap_ev": 8.446}

{"formula": "C5H8N2", "method": "ωB97M-V/def2-TZVPD", "elements": ["C", "C", "N", "C", "C", "C", "N", "H", "H", "H", "H", "H", "H", "H", "H"], "coordinates": [[1.605, -0.873, 0.093], [0.953, 0.462, -0.043], [0.184, 0.860, -1.198], [-0.546, 0.413, -0.009], [-1.446, -0.801, -0.187], [-1.097, 1.426, 0.847], [-1.543, 2.250, 1.524], [1.500, -1.309, 1.100], [1.244, -1.621, -0.611], [2.641, -0.664, -0.083], [1.416, 1.268, 0.543], [0.145, 1.873, -1.244], [-0.994, -1.519, -0.871], [-1.663, -1.289, 0.767], [-2.399, -0.475, -0.628]], "nbo_charge": [-0.627, -0.035, -0.548, -0.050, -0.600, 0.265, -0.325, 0.223, 0.223, 0.218, 0.209, 0.368, 0.228, 0.222, 0.230], "smiles": "C[C@H]1N[C@]1(C)C#N", "multiplicity": 1, "homo_lumo_gap_ev": 10.746}

{"formula": "C5H8N2", "method": "ωB97M-V/def2-TZVPD", "elements": ["C", "C", "C", "C", "N", "C", "N", "H", "H", "H", "H", "H", "H", "H", "H"], "coordinates": [[-1.057, 0.858, 0.900], [0.111, -0.606, -1.598], [1.450, -0.334, -0.881], [1.881, 1.056, -0.705], [2.280, 2.125, -0.512], [-0.987, -0.649, 0.679], [-0.855, -0.912, -0.765], [-1.148, 1.093, 1.962], [-0.166, 1.364, 0.516], [-1.922, 1.265, 0.366], [2.180, -0.791, -1.553], [1.556, -0.823, 0.098], [-1.911, -1.127, 1.017], [-0.162, -1.111, 1.232], [-1.719, -1.204, -1.208]], "nbo_charge": [-0.619, 0.134, -0.649, 0.294, -0.331, -0.246, -0.552, 0.219, 0.227, 0.213, 0.273, 0.231, 0.207, 0.202, 0.396], "multiplicity": 1, "homo_lumo_gap_ev": 9.313}

{"formula": "C5H8N2", "method": "ωB97M-V/def2-TZVPD", "elements": ["C", "C", "C", "C", "N", "C", "N", "H", "H", "H", "H", "H", "H", "H", "H"], "coordinates": [[-0.364, 1.604, -1.979], [-0.551, 0.252, -1.360], [0.125, -0.379, -0.445], [0.352, -1.017, 0.682], [0.954, -2.283, 0.831], [-0.083, -0.247, 1.871], [-0.492, 0.950, 1.724], [0.447, 2.180, -1.526], [-0.165, 1.453, -3.041], [-1.280, 2.208, -1.899], [-1.276, -0.433, -1.790], [1.684, -2.311, 1.530], [1.316, -2.620, -0.054], [0.061, -0.735, 2.842], [-0.728, 1.378, 2.614]], "nbo_charge": [-0.636, -0.214, 0.059, -0.019, -0.798, 0.105, -0.611, 0.224, 0.215, 0.225, 0.211, 0.365, 0.379, 0.157, 0.338], "smiles": "[H]/N=C/C(N)=C=CC", "multiplicity": 1, "homo_lumo_gap_ev": 8.914}

{"formula": "C5H8N2", "method": "ωB97M-V/def2-TZVPD", "elements": ["C", "N", "C", "C", "C", "N", "C", "H", "H", "H", "H", "H", "H", "H", "H"], "coordinates": [[2.402, 0.177, 0.024], [0.985, -0.098, 0.022], [0.414, -1.319, 0.361], [-0.966, -1.278, 0.346], [-1.159, 0.071, -0.017], [-2.600, 0.360, -0.150], [-0.011, 0.808, -0.221], [2.937, -0.724, -0.291], [2.634, 0.978, -0.683], [2.763, 0.465, 1.018], [1.088, -2.142, 0.578], [-2.834, -0.640, 0.110], [-2.934, 0.581, -1.090], [-3.002, 1.020, 0.518], [0.211, 1.832, -0.498]], "nbo_charge": [-0.395, -0.337, -0.135, -0.474, -0.097, -0.724, -0.134, 0.211, 0.202, 0.196, 0.189, 0.471, 0.410, 0.409, 0.207], "multiplicity": 1, "homo_lumo_gap_ev": 7.572}

{"formula": "C5H8N2", "method": "ωB97M-V/def2-TZVPD", "elements": ["C", "N", "C", "C", "C", "C", "N", "H", "H", "H", "H", "H", "H", "H", "H"], "coordinates": [[-2.475, -0.160, -0.070], [-1.148, 0.369, -0.312], [-0.090, -0.435, -0.596], [1.039, 0.163, -0.098], [2.367, -0.509, 0.079], [0.553, 1.371, 0.457], [-0.763, 1.473, 0.354], [-2.784, -0.782, -0.915], [-3.170, 0.668, 0.074], [-2.453, -0.774, 0.840], [-0.231, -1.376, -1.109], [3.170, 0.190, 0.333], [2.666, -1.087, -0.801], [2.276, -1.212, 0.917], [1.120, 2.166, 0.929]], "nbo_charge": [-0.402, -0.173, -0.051, -0.135, -0.624, -0.054, -0.263, 0.205, 0.227, 0.197, 0.211, 0.219, 0.218, 0.217, 0.206], "smiles": "Cc1cnn(C)c1", "multiplicity": 1, "homo_lumo_gap_ev": 9.883}

{"formula": "C5H8N2", "method": "ωB97M-V/def2-TZVPD", "elements": ["C", "N", "C", "C", "C", "C", "N", "H", "H", "H", "H", "H", "H", "H", "H"], "coordinates": [[0.490, 1.863, -1.470], [-0.044, 0.763, -0.660], [-1.381, 0.454, -0.487], [-1.537, -0.617, 0.386], [-0.094, -0.969, 0.560], [0.493, -1.680, 1.761], [0.774, -0.015, -0.061], [-0.328, 2.325, -2.034], [1.245, 1.460, -2.152], [0.953, 2.602, -0.803], [-2.115, 1.081, -0.980], [-0.353, -1.706, -0.255], [-0.139, -2.532, 2.019], [0.525, -1.004, 2.620], [1.511, -2.025, 1.555]], "nbo_charge": [-0.416, -0.048, -0.222, -0.178, -0.233, -0.598, -0.179, 0.220, 0.232, 0.230, 0.210, 0.319, 0.230, 0.218, 0.216], "multiplicity": 1, "homo_lumo_gap_ev": 8.424}

{"formula": "C5H8N2", "method": "ωB97M-V/def2-TZVPD", "elements": ["C", "N", "C", "C", "C", "C", "N", "H", "H", "H", "H", "H", "H", "H", "H"], "coordinates": [[2.105, -0.917, -0.271], [0.843, -0.188, -0.494], [0.306, 0.588, 0.658], [-1.110, 0.513, 0.464], [-2.194, 1.258, 0.787], [-1.258, -0.704, -0.347], [-0.194, -1.134, -0.919], [2.377, -1.428, -1.197], [1.937, -1.621, 0.544], [2.872, -0.192, 0.006], [0.830, 1.529, 0.794], [0.982, 0.397, -1.331], [-2.114, 2.213, 1.296], [-3.192, 0.920, 0.528], [-2.192, -1.235, -0.517]], "nbo_charge": [-0.397, -0.234, -0.424, -0.123, -0.519, 0.134, -0.287, 0.210, 0.232, 0.215, 0.194, 0.390, 0.200, 0.193, 0.215], "multiplicity": 1, "homo_lumo_gap_ev": 7.261}

{"formula": "C5H8N2", "method": "ωB97M-V/def2-TZVPD", "elements": ["C", "C", "C", "C", "N", "N", "C", "H", "H", "H", "H", "H", "H", "H", "H"], "coordinates": [[0.814, 0.672, -1.757], [0.334, 0.783, -0.332], [-0.870, 0.008, 0.039], [-1.486, -0.807, -1.007], [-2.008, -1.457, -1.808], [0.261, -0.664, 0.604], [0.225, -0.438, 2.075], [0.846, -0.374, -2.077], [0.103, 1.182, -2.424], [1.794, 1.130, -1.908], [1.045, 0.787, 0.489], [-1.612, 0.424, 0.712], [0.006, 0.597, 2.400], [1.146, -0.770, 2.565], [-0.598, -1.073, 2.430]], "nbo_charge": [-0.663, -0.112, -0.225, 0.285, -0.303, -0.348, -0.461, 0.240, 0.232, 0.227, 0.277, 0.231, 0.187, 0.213, 0.218], "smiles": "C[C@H]1[C@@H](C#N)N1C", "multiplicity": 1, "homo_lumo_gap_ev": 10.264}

{"formula": "C5H8N2", "method": "ωB97M-V/def2-TZVPD", "elements": ["C", "C", "C", "N", "C", "C", "N", "H", "H", "H", "H", "H", "H", "H", "H"], "coordinates": [[1.313, -0.472, -1.063], [0.607, -0.069, 0.227], [-0.281, 1.205, 0.064], [-1.637, 0.695, 0.138], [-1.923, -0.147, 1.131], [-0.149, -1.306, 0.621], [-0.180, -2.457, 0.761], [0.581, -0.607, -1.866], [2.030, 0.294, -1.360], [1.827, -1.423, -0.920], [1.328, 0.065, 1.038], [-0.097, 1.729, -0.889], [-0.108, 1.922, 0.875], [-2.013, 0.430, -0.767], [-1.298, 0.142, 2.009]], "nbo_charge": [-0.592, -0.307, -0.234, -0.567, -0.090, 0.230, -0.257, 0.211, 0.215, 0.234, 0.246, 0.209, 0.217, 0.383, 0.103], "multiplicity": 1, "homo_lumo_gap_ev": 8.518}

{"formula": "C5H8N2", "method": "ωB97M-V/def2-TZVPD", "elements": ["C", "C", "C", "N", "C", "C", "N", "H", "H", "H", "H", "H", "H", "H", "H"], "coordinates": [[0.698, 0.823, -1.273], [-0.480, 0.467, -0.387], [-0.946, -1.005, -0.403], [-0.956, -1.019, 1.072], [-0.227, 0.258, 1.138], [1.196, 0.163, 1.500], [2.315, 0.083, 1.787], [1.488, 0.068, -1.188], [0.385, 0.871, -2.321], [1.133, 1.791, -1.001], [-1.309, 1.166, -0.530], [-0.197, -1.664, -0.863], [-1.924, -1.214, -0.849], [-0.489, -1.806, 1.509], [-0.695, 0.989, 1.808]], "nbo_charge": [-0.618, -0.201, -0.215, -0.590, -0.157, 0.260, -0.321, 0.216, 0.220, 0.221, 0.216, 0.179, 0.193, 0.370, 0.228], "smiles": "C[C@H]1CN[C@H]1C#N", "multiplicity": 1, "homo_lumo_gap_ev": 10.635}

{"formula": "C5H8N2O", "method": "ωB97M-V/def2-TZVPD", "elements": ["C", "C", "C", "C", "C", "H", "H", "H", "H", "H", "H", "H", "H", "N", "N", "O"], "coordinates": [[1.008, 1.277, -0.238], [0.063, 0.198, -0.598], [-1.328, 0.582, -1.072], [-1.164, -0.291, 0.231], [0.816, -1.148, -0.252], [1.559, 1.126, 0.733], [0.476, 2.372, -0.063], [1.710, 1.314, -1.184], [-1.838, -0.130, -1.753], [-1.664, 1.661, -1.159], [-1.379, -1.238, -0.139], [-1.166, -1.021, 2.001], [1.276, -1.210, 1.814], [-0.532, -0.353, 1.531], [0.599, -1.257, 1.083], [1.564, -1.881, -0.934]], "nbo_charge": [-0.622, -0.171, -0.342, -0.134, 0.664, 0.227, 0.217, 0.244, 0.236, 0.248, 0.170, 0.359, 0.408, -0.421, -0.514, -0.569], "smiles": "C[C@]12C[C@@H]1NNC2=O", "multiplicity": 1, "homo_lumo_gap_ev": 9.364}

{"formula": "C5H8N2O", "method": "ωB97M-V/def2-TZVPD", "elements": ["C", "C", "C", "C", "C", "H", "H", "H", "H", "H", "H", "H", "H", "N", "N", "O"], "coordinates": [[-0.722, -1.586, -0.004], [-1.328, -0.451, -0.842], [-0.898, 0.839, -0.175], [-0.190, 2.122, -0.597], [1.141, 0.526, 0.814], [-1.122, -1.511, 1.013], [-0.874, -2.578, -0.464], [-1.074, -0.481, -1.927], [-2.417, -0.557, -0.758], [-1.318, 0.959, 0.835], [-0.245, 2.890, 0.168], [-0.171, 2.445, -1.648], [1.595, 1.374, 1.409], [0.511, 0.896, -0.345], [1.202, -0.719, 1.096], [0.703, -1.560, 0.117]], "nbo_charge": [-0.079, -0.435, -0.067, -0.224, 0.215, 0.176, 0.208, 0.224, 0.206, 0.186, 0.198, 0.215, 0.192, -0.446, -0.171, -0.397], "smiles": "C1=NOCC[C@@H]2CN12", "multiplicity": 1, "homo_lumo_gap_ev": 10.205}

{"formula": "C5H8N2O", "method": "ωB97M-V/def2-TZVPD", "elements": ["C", "C", "C", "C", "C", "O", "N", "N", "H", "H", "H", "H", "H", "H", "H", "H"], "coordinates": [[-1.870, 0.789, -0.795], [-0.013, 0.141, 0.544], [0.626, -1.014, 1.161], [1.257, -1.048, -1.489], [0.260, 1.411, 0.979], [-1.172, -0.237, -0.079], [1.636, -0.351, -0.521], [1.385, -1.556, 1.923], [1.137, -2.244, 2.623], [-1.181, 1.390, -1.391], [-2.572, 0.266, -1.442], [-2.418, 1.442, -0.113], [0.286, -1.567, -1.527], [1.920, -1.189, -2.348], [1.264, 1.673, 1.267], [-0.546, 2.093, 1.208]], "nbo_charge": [-0.260, 0.270, 0.516, -0.138, -0.643, -0.513, -0.417, -0.594, 0.419, 0.199, 0.196, 0.180, 0.154, 0.183, 0.230, 0.217], "multiplicity": 1, "homo_lumo_gap_ev": [7.112, 7.102]}

{"formula": "C5H8N2O", "method": "ωB97M-V/def2-TZVPD", "elements": ["C", "C", "C", "C", "C", "H", "H", "H", "H", "H", "H", "H", "H", "N", "N", "O"], "coordinates": [[-0.641, -0.750, -0.611], [-0.800, 0.555, 0.340], [-0.035, 1.457, -0.507], [0.701, 0.169, -0.959], [1.458, -0.068, 0.500], [-1.214, -2.591, -0.039], [-0.358, -1.562, 1.259], [-1.157, -0.746, -1.535], [-1.776, 1.100, 0.676], [0.553, 2.255, -0.063], [-0.418, 1.763, -1.612], [1.028, -0.055, -1.978], [0.151, 0.703, 2.133], [-0.393, -1.875, 0.198], [0.252, -0.010, 1.280], [2.648, -0.345, 0.917]], "nbo_charge": [-0.030, -0.103, -0.441, -0.305, 0.704, 0.366, 0.429, 0.211, 0.219, 0.223, 0.220, 0.234, 0.416, -0.878, -0.711, -0.554], "multiplicity": 1, "homo_lumo_gap_ev": 9.527}

{"formula": "C5H8N2O", "method": "ωB97M-V/def2-TZVPD", "elements": ["C", "C", "C", "N", "C", "C", "N", "O", "H", "H", "H", "H", "H", "H", "H", "H"], "coordinates": [[0.180, 0.727, 0.350], [-0.352, 0.443, 1.743], [0.753, -1.795, -0.153], [-0.879, 1.032, -0.617], [-0.340, 0.913, -2.017], [0.443, -0.409, -0.583], [0.591, -0.070, -1.867], [-0.775, 1.506, -2.960], [-1.707, 1.545, -0.360], [0.983, 1.470, 0.370], [-1.199, -0.238, 1.704], [0.419, -0.016, 2.361], [-0.680, 1.366, 2.223], [1.728, -2.073, -0.553], [0.816, -1.916, 0.925], [0.020, -2.487, -0.565]], "nbo_charge": [-0.138, -0.621, -0.703, -0.718, 0.791, 0.500, -0.578, -0.540, 0.400, 0.200, 0.219, 0.219, 0.226, 0.266, 0.220, 0.258], "multiplicity": 1, "homo_lumo_gap_ev": 9.056}

{"formula": "C5H8N2O", "method": "ωB97M-V/def2-TZVPD", "elements": ["C", "C", "N", "C", "C", "C", "O", "N", "H", "H", "H", "H", "H", "H", "H", "H"], "coordinates": [[0.600, 0.561, 0.127], [1.564, 1.664, -0.181], [-0.395, 0.928, 1.015], [0.895, -0.768, -0.238], [0.018, -1.836, -0.095], [-2.036, -0.752, -0.133], [-1.277, 0.857, -0.131], [-1.247, -1.760, 0.279], [-0.668, 0.294, 1.770], [1.837, -0.939, -0.746], [0.400, -2.837, -0.282], [2.166, 1.880, 0.706], [1.039, 2.583, -0.433], [2.251, 1.405, -0.987], [-2.264, -0.705, -1.202], [-2.884, -0.575, 0.531]], "nbo_charge": [0.411, -0.660, -0.399, -0.442, 0.157, 0.077, -0.457, -0.536, 0.361, 0.223, 0.188, 0.238, 0.246, 0.217, 0.189, 0.187], "multiplicity": 1, "homo_lumo_gap_ev": 8.346}

{"formula": "C5H8N2O", "method": "ωB97M-V/def2-TZVPD", "elements": ["C", "C", "C", "C", "C", "N", "N", "O", "H", "H", "H", "H", "H", "H", "H", "H"], "coordinates": [[-1.011, -3.631, 1.104], [-0.002, 0.817, 0.170], [0.402, 1.835, -0.620], [-0.196, -0.534, -0.327], [0.876, 3.168, -0.193], [-0.542, -1.396, 0.714], [-0.157, -0.769, -1.617], [-0.748, -2.628, 0.347], [-1.420, -4.546, 0.740], [-0.820, -3.601, 2.206], [-0.316, 0.887, 1.151], [0.762, 1.708, -1.591], [0.638, 3.958, -0.859], [0.779, 3.511, 0.859], [1.923, 2.994, -0.395], [-0.168, -1.773, -1.690]], "nbo_charge": [0.037, -0.293, -0.076, 0.315, -0.645, -0.216, -0.660, -0.208, 0.183, 0.168, 0.210, 0.207, 0.219, 0.213, 0.226, 0.321], "multiplicity": 1, "homo_lumo_gap_ev": [7.255, 8.391]}